1.
A molecular structure, C30H27Br2CaN7S2. Source: the OMol25 dataset; level of theory: the ωB97M-V functional and the def2-TZVPD basis.

Last column: natural (NBO) charge in e.
Element x y z (Å)
1 Ca 0.028 1.281 0.077  1.79
2 C -3.756 4.643 -0.236  -0.71
3 C -2.684 3.658 0.100  0.25
4 N -1.970 3.015 -0.746  -0.27
5 N -2.181 3.254 -2.074  -0.45
6 C -1.132 3.152 -2.941  0.31
7 N -1.424 3.438 -4.211  -0.75
8 S 0.433 2.753 -2.495  -0.31
9 C -2.268 3.400 1.515  0.25
10 C -3.192 3.489 2.656  -0.30
11 C -2.802 3.200 3.906  -0.06
12 C -1.400 2.779 4.230  -0.26
13 C -0.656 2.532 2.906  -0.09
14 N -1.046 3.045 1.633  -0.48
15 H -4.509 4.219 -0.905  0.24
16 H -3.316 5.519 -0.722  0.26
17 H -4.272 4.992 0.653  0.26
18 H -2.979 3.816 -2.338  0.39
19 H -2.354 3.665 -4.523  0.41
20 H -0.676 3.452 -4.884  0.44
21 H -4.209 3.805 2.472  0.24
22 H -3.510 3.310 4.719  0.24
23 H -0.945 3.453 4.958  0.26
24 H 0.423 2.631 3.027  0.22
25 Br 5.327 -3.057 2.467  0.16
26 C 4.095 -1.768 1.899  -0.03
27 C 4.213 -1.173 0.654  -0.26
28 C 3.279 -0.215 0.294  0.08
29 N 2.259 0.156 1.064  -0.51
30 C 2.153 -0.444 2.265  0.15
31 C 3.046 -1.391 2.729  -0.25
32 C 0.974 0.003 3.058  0.30
33 C 1.087 0.285 4.493  -0.36
34 C 0.089 0.879 5.172  0.04
35 Br 0.239 1.257 6.997  0.18
36 C -1.215 1.249 4.525  -0.28
37 C -1.062 1.055 3.003  -0.07
38 N -0.073 0.246 2.364  -0.53
39 H 5.016 -1.430 -0.021  0.26
40 H 3.374 0.286 -0.663  0.21
41 H 2.922 -1.840 3.705  0.25
42 H 2.012 0.028 4.991  0.26
43 H -2.044 0.745 5.024  0.25
44 H -2.038 0.893 2.544  0.22
45 N 0.336 -0.590 -1.298  -1.31
46 S -0.288 -2.058 -1.422  1.12
47 C -0.559 -2.381 -3.160  -0.18
48 C -0.333 -1.383 -4.093  -0.26
49 C -0.568 -1.656 -5.435  -0.19
50 C -1.030 -2.903 -5.823  -0.18
51 C -1.268 -3.890 -4.874  -0.18
52 C -1.036 -3.633 -3.534  -0.23
53 C 1.038 -3.195 -1.069  -0.28
54 C 1.033 -3.777 0.192  -0.21
55 C 2.089 -4.596 0.563  -0.19
56 C 3.136 -4.817 -0.321  -0.18
57 C 3.132 -4.230 -1.580  -0.21
58 C 2.077 -3.418 -1.964  -0.16
59 H 1.173 -0.527 -1.879  0.37
60 H 0.013 -0.408 -3.772  0.23
61 H -0.387 -0.892 -6.179  0.23
62 H -1.210 -3.111 -6.869  0.24
63 H -1.635 -4.860 -5.180  0.24
64 H -1.213 -4.401 -2.791  0.23
65 H 0.203 -3.605 0.868  0.23
66 H 2.091 -5.071 1.535  0.23
67 H 3.957 -5.461 -0.033  0.24
68 H 3.943 -4.423 -2.269  0.24
69 H 2.049 -2.977 -2.954  0.23

Properties
- frontier orbital gap (eV) = 7.69
- multiplicity = 1
- strongest force on any atom (Eh/bohr) = 0.00894
- LUMO (eV) = -6.09
- energy above the lowest of the compared OMol25 structures with the same formula, charge and spin (kcal per mole) = 67.8
- E_HOMO (eV) = -13.783
- net charge = +2

***

2.
A molecular structure, C27H25AsBrCl2CuNO2. Source: the OMol25 dataset; level of theory: the ωB97M-V functional and the def2-TZVPD basis.

Last column: Löwdin spin population.
Element x y z (Å)
1 Cu -0.122 -0.002 -0.266  0.53
2 Br 0.835 -0.694 2.160  0.02
3 C 1.821 0.942 2.170  0.01
4 C 2.392 1.324 3.344  0.00
5 C 3.134 2.525 3.388  0.00
6 C 3.284 3.277 2.261  0.00
7 C 2.692 2.883 1.035  0.01
8 C 2.827 3.674 -0.133  -0.01
9 C 2.220 3.308 -1.296  0.01
10 C 1.437 2.130 -1.350  0.03
11 C 1.270 1.340 -0.245  0.21
12 C 1.920 1.692 0.970  0.03
13 H 2.277 0.718 4.232  0.00
14 H 3.582 2.835 4.322  0.00
15 H 3.851 4.199 2.286  0.00
16 H 3.414 4.583 -0.078  0.00
17 H 2.321 3.922 -2.182  0.00
18 H 0.948 1.870 -2.283  0.00
19 C -0.370 -3.229 -2.310  0.03
20 As 0.664 -1.711 -1.703  0.07
21 C 1.468 -1.089 -3.348  0.00
22 C 2.193 -2.646 -0.934  0.01
23 H 0.287 -3.892 -2.871  0.00
24 H -1.189 -2.875 -2.932  0.00
25 H -0.779 -3.759 -1.452  0.00
26 H 1.879 -1.938 -3.892  0.00
27 H 2.265 -0.387 -3.108  0.00
28 H 0.717 -0.590 -3.958  0.00
29 H 2.584 -3.385 -1.632  0.00
30 H 1.885 -3.146 -0.016  0.00
31 H 2.973 -1.927 -0.687  0.00
32 Cl -1.000 2.129 2.423  0.00
33 C -1.069 3.749 1.799  0.00
34 C -0.368 4.749 2.450  0.00
35 C -0.467 6.054 1.996  0.00
36 C -1.258 6.349 0.896  0.00
37 C -1.939 5.332 0.250  0.00
38 Cl -2.885 5.709 -1.150  0.00
39 C -1.866 4.003 0.680  0.00
40 N -2.515 2.978 -0.013  0.00
41 C -3.914 2.794 0.071  0.00
42 C -4.713 3.494 0.969  0.00
43 C -6.072 3.226 1.060  0.00
44 C -6.639 2.238 0.267  0.00
45 C -5.837 1.560 -0.643  0.00
46 C -4.482 1.837 -0.772  0.00
47 C -3.686 1.229 -1.888  0.00
48 C -2.511 0.331 -1.542  0.00
49 O -2.066 -0.423 -2.409  0.01
50 O -2.015 0.474 -0.354  0.03
51 H 0.229 4.505 3.318  0.00
52 H 0.069 6.844 2.504  0.00
53 H -1.338 7.360 0.523  0.00
54 H -2.022 2.088 -0.019  0.00
55 H -4.263 4.243 1.610  0.00
56 H -6.680 3.779 1.764  0.00
57 H -7.693 2.006 0.342  0.00
58 H -6.278 0.808 -1.287  0.00
59 H -3.255 2.028 -2.505  0.00
60 H -4.336 0.658 -2.549  0.00

Properties
- frontier orbital gap (spin up / spin down) (eV) = 7.79 / 6.13
- expectation value of S² = 0.75
- multiplicity = 2
- strongest force on any atom (Eh/bohr) = 0.01902
- LUMO (spin up / spin down) (eV) = 0.24 / -1.42
- E_HOMO (spin up / spin down) (eV) = -7.551 / -7.553

***

3.
C10H10N2O2 in the gas phase at a distorted geometry. Source: the OMol25 dataset; level of theory: the ωB97M-V functional and the def2-TZVPD basis.

Last column: natural (NBO) charge in e.
Element x y z (Å)
1 C -0.655 1.241 -3.023  -0.22
2 C 0.295 0.281 -2.899  -0.19
3 C -1.206 1.888 -1.991  -0.20
4 C 0.663 -0.187 -1.635  -0.17
5 C -0.964 1.395 -0.687  -0.17
6 C 0.054 0.401 -0.546  -0.13
7 C 0.172 -2.352 1.807  0.23
8 C 1.537 0.501 1.505  0.72
9 C -0.943 -0.153 1.716  -0.28
10 C 0.343 0.004 0.820  0.07
11 N 0.851 -2.020 0.790  -0.52
12 N -0.763 -1.493 2.346  -0.62
13 O 2.680 -0.093 1.062  -0.67
14 O 1.551 1.366 2.286  -0.55
15 H -0.911 1.613 -4.021  0.21
16 H 0.715 -0.151 -3.767  0.21
17 H -2.042 2.587 -2.081  0.22
18 H 1.530 -0.937 -1.667  0.24
19 H -1.415 1.697 0.219  0.21
20 H 0.198 -3.372 2.236  0.21
21 H -0.810 0.583 2.587  0.25
22 H -1.956 -0.288 1.191  0.24
23 H 2.214 -0.809 0.541  0.52
24 H -1.140 -1.702 3.212  0.39

Properties
- frontier orbital gap (spin up / spin down) (eV) = 9.25 / 9.25
- multiplicity = 1
- strongest force on any atom (Eh/bohr) = 0.10366
- LUMO (spin up / spin down) (eV) = 0.12 / 0.12
- energy above the lowest of the compared OMol25 structures with the same formula, charge and spin (kcal per mole) = 87.9
- E_HOMO (spin up / spin down) (eV) = -9.131 / -9.130

***

4.
A molecular structure, C19H18N8S2Tl. Source: the OMol25 dataset; level of theory: the ωB97M-V functional and the def2-TZVPD basis.

Last column: natural (NBO) charge in e.
Element x y z (Å)
1 Tl -1.603 -0.851 -0.205  0.74
2 C -1.022 2.347 3.629  -0.70
3 C -0.716 1.410 2.497  0.24
4 N -1.220 1.516 1.329  -0.23
5 N -2.106 2.509 1.078  -0.44
6 C -2.573 2.717 -0.187  0.30
7 N -3.437 3.739 -0.292  -0.77
8 S -2.120 1.823 -1.521  -0.23
9 C 0.217 0.264 2.690  0.15
10 C 0.716 -0.074 3.942  -0.23
11 C 1.593 -1.143 4.051  -0.15
12 C 1.947 -1.842 2.912  -0.24
13 C 1.384 -1.450 1.706  0.06
14 N 0.541 -0.432 1.594  -0.45
15 H -1.090 3.378 3.278  0.22
16 H -0.244 2.332 4.386  0.24
17 H -1.967 2.079 4.110  0.25
18 H -2.429 3.102 1.830  0.38
19 H -3.755 4.277 0.496  0.40
20 H -3.837 3.922 -1.195  0.43
21 H 0.428 0.472 4.828  0.22
22 H 1.994 -1.420 5.017  0.23
23 H 2.637 -2.674 2.949  0.23
24 H 1.619 -1.974 0.786  0.21
25 N 1.628 -1.157 -3.733  -0.51
26 C 2.199 -0.066 -3.101  0.08
27 C 3.322 0.702 -3.386  -0.23
28 C 3.584 1.748 -2.524  -0.20
29 C 2.754 2.021 -1.424  -0.24
30 C 1.642 1.254 -1.148  -0.16
31 C 1.370 0.188 -2.005  0.14
32 N 0.332 -0.735 -1.983  -0.55
33 C 0.521 -1.507 -3.024  0.38
34 C -0.360 -2.609 -3.402  0.05
35 C -0.234 -3.415 -4.494  -0.42
36 S -1.503 -4.551 -4.528  0.49
37 C -2.125 -3.869 -3.084  -0.13
38 N -1.444 -2.877 -2.604  -0.42
39 H 1.967 -1.607 -4.564  0.42
40 H 3.958 0.498 -4.237  0.22
41 H 4.445 2.377 -2.704  0.22
42 H 2.996 2.859 -0.783  0.22
43 H 0.991 1.460 -0.309  0.22
44 H 0.520 -3.401 -5.264  0.25
45 H -3.022 -4.256 -2.623  0.23
46 N -2.819 -2.404 3.771  -0.71
47 C -2.847 -1.419 3.156  0.29
48 H -2.835 -3.260 4.285  0.46

Properties
- frontier orbital gap (eV) = 8.11
- multiplicity = 1
- strongest force on any atom (Eh/bohr) = 0.00320
- LUMO (eV) = -2.54
- energy above the lowest of the compared OMol25 structures with the same formula, charge and spin (kcal per mole) = 1.6
- E_HOMO (eV) = -10.652
- net charge = +1

***

What is the strongest force on any atom in the first record? 0.00894 Eh/bohr

***

Among the records above, which one has the highest strongest force on any atom? C10H10N2O2